# C27H39FeN2O5

C27H39FeN2O5 as an isolated structure (ωB97M-V with the def2-TZVPD basis set, OMol25).

```
74
Properties=species:S:1:pos:R:3:forces:R:3:mulliken_spin:R:1
O -1.2790 1.3680 -3.5444 1.0 0.5 0.1 -0.001
C 0.1191 1.8142 -3.6493 -0.1 -0.3 -0.4 0.005
C -0.2909 3.2156 -4.1323 -0.5 -0.5 0.1 0.000
H 0.6482 1.2187 -4.3888 0.1 0.2 0.5 0.000
H 0.6671 1.7494 -2.7011 -0.4 0.1 -0.1 -0.001
C -1.7158 2.7418 -3.6574 0.4 0.4 -0.8 0.000
H -0.1408 3.3712 -5.2128 -0.2 -0.1 0.4 0.000
H 0.1246 4.0544 -3.5667 -0.1 -0.1 -0.2 0.000
C -2.9699 2.8500 -4.5129 -0.2 -0.2 0.1 0.000
H -3.0126 2.1053 -5.3194 0.3 0.3 0.1 0.000
H -3.1148 3.8558 -4.9157 0.1 -0.1 0.0 0.000
H -3.8281 2.6429 -3.8616 0.0 0.0 -0.2 0.000
C -1.9465 3.3331 -2.3020 -0.2 0.2 0.4 0.003
H -1.1234 3.0712 -1.6435 0.3 0.1 0.0 0.000
H -2.8476 2.9140 -1.8563 -0.2 0.2 0.0 0.000
H -1.9880 4.4239 -2.3829 -0.3 -0.1 0.2 0.000
Fe 0.1395 0.8611 1.2506 -2.2 -2.8 1.5 3.866
C 0.8681 2.7373 2.3172 0.7 0.4 -0.7 0.079
C 1.8896 1.7598 2.4003 1.2 0.8 -1.1 0.171
C 2.1613 1.2594 1.0818 1.0 2.3 -0.2 0.143
H 2.4569 1.4952 3.2865 -0.5 -0.2 -0.1 0.000
C 1.3250 1.9952 0.1450 1.5 1.5 0.8 -0.065
C 0.5040 2.8946 0.9389 2.0 1.2 -0.5 0.104
H -0.1602 3.6499 0.5277 0.0 -0.4 0.2 0.009
H 0.5106 3.3456 3.1470 -0.2 -0.5 -0.3 0.001
H 2.9526 0.5731 0.8015 -0.4 -0.1 0.1 0.004
H 1.4099 1.9676 -0.9368 -0.3 -0.2 0.4 0.046
C -1.9766 0.4531 2.7240 0.0 -0.1 -0.6 0.112
C -1.9628 1.6910 2.0391 -0.9 -0.7 -0.5 0.120
C -1.7945 1.4277 0.6270 -1.0 -0.9 0.4 0.057
H -2.1829 2.6590 2.4945 0.3 -0.4 -0.3 0.001
C -1.6183 -0.0033 0.4584 -1.2 0.3 0.7 0.088
C -1.7422 -0.5866 1.7747 -1.3 0.7 -0.7 0.168
H -1.8166 -1.6540 1.9798 0.4 0.3 0.0 -0.009
H -2.1592 0.3170 3.7919 0.3 0.1 -0.4 0.011
H -1.9587 2.1327 -0.1775 0.3 -0.2 0.4 0.017
H -1.4858 -0.5386 -0.4849 -0.1 0.3 0.4 0.006
O 0.0610 -0.7468 -4.7763 0.1 -0.7 -2.4 0.000
C -0.2753 -0.0696 -6.0151 -0.2 1.1 -0.5 0.000
C 0.3057 -0.7848 -7.2460 -0.3 -0.6 0.2 0.000
H 0.1483 0.9498 -6.0560 0.0 -0.3 0.5 0.000
H -1.3594 0.0968 -6.1141 0.3 -0.4 0.4 0.000
C 1.2663 -1.8197 -6.6471 0.1 0.3 0.1 0.000
H 0.8269 -0.1307 -7.9551 -0.2 0.1 0.4 0.000
H -0.4934 -1.2712 -7.8085 0.0 -0.1 0.1 0.000
C 0.9773 -1.8021 -5.1293 0.7 -0.4 0.3 0.000
H 2.3081 -1.5168 -6.8043 -0.2 0.0 0.0 0.000
H 1.1485 -2.7951 -7.1208 -0.1 0.0 0.3 0.000
H 1.9307 -1.5884 -4.6320 -0.2 -0.1 0.2 0.000
H 0.6322 -2.7871 -4.7770 -0.2 0.5 0.0 0.000
C -0.6328 -3.9519 5.7166 0.0 -0.2 -0.1 0.000
C -0.4797 -2.6116 4.9951 -0.2 0.3 -0.3 0.000
C 0.8908 -2.2990 4.3476 1.0 -0.4 -0.2 0.002
C 2.0486 -2.3488 5.4183 -0.1 -0.3 -0.9 -0.001
C 1.7596 -1.6121 6.7110 0.0 0.2 0.2 0.000
C 1.2310 -3.3615 3.2806 -0.1 -0.9 0.1 -0.005
O 1.4518 -4.5440 3.5216 -0.1 1.3 0.0 0.000
N 1.2705 -2.9456 1.9605 0.2 -0.4 -0.1 0.004
C 1.0532 -1.6862 1.4414 0.0 0.2 0.5 -0.043
O 1.1253 -1.5066 0.2191 -0.3 0.3 1.1 0.025
N 0.7562 -0.7004 2.3464 0.8 -2.0 0.2 0.094
C 0.8161 -0.8974 3.7009 -0.2 1.3 0.9 -0.019
O 0.7547 0.0925 4.4495 -0.2 -1.2 -0.8 0.002
H -0.0519 -4.7299 5.2037 -0.3 0.1 0.3 0.000
H -1.6986 -4.2121 5.6664 0.3 -0.1 0.2 0.000
H -0.3483 -3.9213 6.7797 0.0 0.1 -0.4 0.000
H -1.2112 -2.5869 4.1742 0.0 0.1 0.2 -0.001
H -0.7235 -1.7808 5.6714 0.1 -0.1 -0.3 0.001
H 2.2439 -3.4112 5.6339 -0.1 0.3 -0.2 0.000
H 2.9568 -1.9572 4.9301 -0.2 -0.1 0.2 0.000
H 1.2903 -2.2874 7.4354 0.0 0.2 -0.1 0.000
H 2.7051 -1.2660 7.1388 -0.2 0.0 0.1 0.000
H 1.1213 -0.7398 6.5310 0.2 -0.2 0.2 0.000
H 1.5330 -3.6350 1.2685 0.0 -0.1 0.2 0.001
```
Forces are in eV/Å.

As for the energy relative to the best compared isomer or geometry (same formula, charge and spin): 100.7 kJ/mol. The spin multiplicity is 6. The calculation puts the total energy at -76232.89129 eV. As for the expectation value of S²: 8.784. The HOMO energy (alpha / beta) comes out at -7.261 / -8.530 eV.